{
  "formula": "C26H44BrCdN3P2S",
  "method": "ωB97M-V/def2-TZVPD",
  "species": ["H", "C", "C", "H", "C", "H", "H", "N", "C", "C", "H", "H", "N", "H", "H", "C", "H", "N", "S", "H", "H", "H", "C", "H", "H", "C", "H", "C", "Cd", "H", "C", "H", "H", "C", "H", "C", "H", "H", "H", "C", "C", "H", "H", "Br", "H", "P", "H", "C", "C", "C", "C", "H", "H", "H", "H", "C", "C", "H", "H", "H", "C", "H", "H", "C", "H", "H", "P", "C", "H", "H", "C", "H", "C", "H", "H", "H", "C", "H"],
  "coordinates": [[4.3118, -0.6207, -0.3765], [-4.6594, 1.0395, 1.9186], [1.9671, -3.3505, -0.2326], [4.6709, 1.5793, -4.4423], [-2.9572, 2.0023, -2.2240], [2.8479, 2.9101, -1.4568], [-3.7544, 1.7265, 3.7786], [-0.3669, 1.2663, 2.9505], [-3.1889, 2.6090, -0.9730], [-2.1323, 3.2889, -0.3251], [-3.4300, -2.7501, 1.3573], [-0.6656, -3.6221, -2.4219], [-0.3626, -1.0028, 3.2931], [-0.6688, -0.8995, 4.2563], [0.3316, -3.0373, 1.1613], [0.0975, 0.0532, 2.5819], [-5.2688, 1.9987, -0.7432], [-4.9965, -1.3643, 3.2915], [1.2762, -0.1355, 1.3526], [3.1140, -0.9383, -3.7625], [-5.5140, -0.0800, 0.2341], [-2.3663, 3.8889, 0.5405], [-0.6064, 2.2974, -1.8916], [-1.0662, -0.7622, -3.5655], [-1.8913, -3.6160, 1.3877], [4.5297, -0.4902, -1.4464], [0.0048, 3.5773, -0.2306], [-4.4475, -0.3208, 3.9134], [0.5355, 0.6859, -0.9646], [5.0346, 4.0122, -1.3974], [-2.3575, -2.6481, 1.1683], [5.8529, 2.6290, -2.1040], [2.0974, 0.4919, -4.1127], [4.8762, 3.1313, -2.0468], [4.5724, 3.5225, -3.0366], [0.4802, -3.2232, 0.0844], [4.0112, 2.1488, -0.3313], [0.0375, 2.0957, 2.5330], [-0.0556, -4.1559, -0.1716], [4.1906, 0.6431, -4.7390], [-1.3000, -1.8301, -3.4824], [6.3156, 0.6885, -0.9518], [-3.9282, 3.0637, 1.7350], [1.0109, 2.8374, -3.1856], [-3.8043, 1.6313, -2.7904], [3.2043, 0.6358, -2.0035], [0.6554, -2.5199, -2.8479], [-5.4286, -1.2518, 2.0299], [-0.8256, 3.1125, -0.7424], [-1.6737, 1.7965, -2.6810], [-5.2547, -0.0749, 1.2937], [-2.6964, -1.3022, -0.5076], [4.9686, -0.1257, -4.8560], [-4.1548, -0.4514, 4.9537], [4.3508, -1.4519, -1.9414], [-2.1414, -2.2285, -0.2839], [-4.3074, 2.2092, 1.1570], [-2.3509, -1.9130, -3.1883], [-2.5158, -3.0137, -0.9625], [0.0141, -1.9154, 3.0549], [5.9782, -0.0606, -1.6804], [6.1679, 0.3109, -2.6974], [-1.1930, -2.2714, -4.4795], [-4.3472, 2.2656, -0.2104], [-1.9690, -1.9117, 1.8853], [2.3197, -4.3135, 0.1549], [-0.4005, -1.8701, -0.8072], [-0.3864, -2.5642, -2.5095], [-1.4427, 1.3396, -3.6386], [6.6092, -0.9477, -1.5356], [3.7682, 2.2969, -1.4019], [2.5539, -2.5651, 0.2593], [-4.2646, 0.9129, 3.2719], [3.7544, 0.7874, -5.7371], [-0.7159, 1.3406, 3.9061], [-5.9109, -2.1220, 1.5844], [3.0956, 0.1659, -3.7834], [2.1635, -3.3260, -1.3102]],
  "atomic_forces_ev_per_a": [[0.4, -0.2, -0.1], [-0.9, -0.7, 0.5], [0.1, -0.2, 0.2], [-0.1, -0.1, 0.0], [0.0, -0.5, -0.3], [0.6, -0.3, 0.4], [-0.2, 0.0, 0.0], [0.1, -0.4, 0.3], [0.6, 0.6, 0.5], [1.1, -0.4, -0.2], [0.2, 0.0, 0.0], [0.1, 0.1, -0.1], [0.9, 0.2, -0.3], [-0.1, 0.1, -0.3], [0.1, -0.2, -0.4], [0.1, 0.2, 0.6], [0.7, -1.1, 0.1], [-0.2, -0.3, 0.2], [-0.2, 0.2, 0.9], [-0.3, 0.4, 0.2], [0.0, 0.2, 0.3], [0.2, 0.0, 0.2], [1.1, 1.3, -1.9], [0.1, -0.2, 0.1], [-0.1, 0.2, -0.1], [-0.4, -0.1, 0.5], [0.0, 0.2, -0.1], [-0.2, 0.5, -0.9], [1.3, -1.9, 0.2], [-0.1, -0.3, -0.3], [0.0, 0.0, 0.2], [-0.5, 0.1, -0.2], [0.4, -0.2, -0.1], [0.3, 0.5, -0.1], [0.3, -0.3, 0.4], [0.1, 0.3, 0.2], [-0.2, -0.3, -0.4], [0.0, -0.3, 0.2], [0.1, 0.4, 0.1], [0.2, -0.1, -0.6], [-0.1, -0.1, -0.2], [-0.2, -0.1, -0.3], [0.9, -0.7, -0.2], [-2.0, -0.1, 1.1], [0.1, -0.1, 0.1], [-0.4, -0.5, 0.6], [-0.1, -0.1, -0.1], [0.3, 1.0, 0.2], [-0.9, 0.4, -0.5], [-0.2, 0.9, 0.4], [0.1, -0.6, 0.3], [-0.1, -0.4, 0.1], [-0.2, 0.3, 0.1], [0.0, -0.1, -0.2], [-0.1, 0.1, 0.2], [-0.1, 0.4, -0.3], [0.1, 0.7, -0.1], [0.1, 0.0, -0.1], [0.1, 0.3, 0.2], [0.0, 0.4, 0.2], [0.4, -0.1, 0.1], [-0.1, -0.1, 0.3], [-0.1, 0.2, 0.1], [-1.6, 0.6, -0.1], [-0.2, -0.2, -0.3], [0.1, 0.2, -0.2], [-0.4, -0.8, -0.7], [0.1, 0.1, 0.2], [-0.2, 0.1, 0.2], [0.0, 0.3, 0.0], [-0.4, 0.6, -0.3], [-0.2, -0.1, -0.2], [-0.1, -0.4, -0.5], [0.2, 0.0, 0.2], [-0.1, 0.3, -0.5], [0.2, 0.1, 0.1], [-0.2, 0.5, 0.0], [0.0, 0.0, 0.2]],
  "lowdin_charge": [0.065, -0.208, -0.146, 0.058, 0.004, -0.030, 0.108, 0.110, -0.180, -0.017, 0.057, 0.096, 0.113, 0.134, 0.045, -0.872, 0.141, 0.075, 0.522, 0.077, 0.116, 0.122, -0.681, 0.032, 0.079, -0.417, 0.110, -0.125, 1.058, 0.087, -0.142, 0.064, 0.006, -0.138, 0.076, -0.427, 0.089, 0.101, 0.104, -0.127, -0.143, 0.078, 0.132, 0.717, 0.135, 0.839, 0.067, -0.131, -0.138, -0.149, 0.000, 0.064, 0.083, 0.113, 0.075, -0.385, 0.004, 0.073, 0.095, 0.101, -0.129, 0.068, 0.088, -0.031, 0.043, 0.088, 0.829, -0.425, 0.097, 0.086, -0.461, 0.037, -0.005, 0.083, 0.125, 0.121, -0.444, 0.063],
  "multiplicity": 1,
  "total_charge": 2,
  "e_above_lowest_ev": 0.415,
  "homo_energy_ev": [-13.40, -13.40]
}